86
Properties=species:S:1:pos:R:3 method="wB97M-V/def2-TZVPD" charge=-2 spin_multiplicity=7 e_tot_ha=-5449.59346 s_squared=12.081
Cr -3.67734 3.93775 31.85903
Cr -5.70801 4.17569 28.58265
C -0.54768 2.52517 29.15410
C 0.03968 2.10965 27.93690
C -0.63764 2.59078 26.60937
O -0.05616 2.36628 25.56771
C -1.88675 3.30985 26.70460
C -2.46755 3.62642 27.91007
C -1.71644 3.27368 29.20130
O -2.10117 3.67393 30.34947
O -3.66029 4.14272 27.90316
O 1.09081 1.49405 27.83268
H -0.07389 2.32348 30.10511
H -2.44032 3.45456 25.78725
C -5.19208 2.14428 25.34650
C -6.40424 2.69415 25.72488
C -7.68130 2.36885 24.99972
O -8.78414 2.77366 25.43060
C -7.60882 1.61274 23.81185
C -6.38843 1.07272 23.30714
C -5.11273 1.32099 24.15297
O -4.05874 0.81672 23.81452
O -6.30831 0.43792 22.25851
O -6.46171 3.49267 26.72884
H -4.31630 2.28401 25.96366
H -8.56014 1.30388 23.39854
P -5.45722 5.47426 31.15418
O -5.58620 4.31972 32.22045
O -4.79978 4.27627 30.27373
O -3.96177 5.88520 31.39852
O -6.28928 5.62584 29.82641
O -4.07915 1.92511 31.30254
P -4.80211 1.30349 30.16442
O -5.35181 2.12805 29.07261
F -6.04940 0.51778 30.72887
F -3.92904 0.18008 29.54666
C -0.53940 1.61834 34.92563
C -0.61040 1.48947 33.42753
O -1.48915 1.98391 32.75943
C 0.44494 0.63765 32.73822
H 0.40750 2.06352 35.23044
H -0.68834 0.60975 35.32207
H -1.33170 2.24518 35.33742
H 1.39811 0.72212 33.26905
H 0.59418 1.11328 31.77142
H 0.16026 -0.40757 32.67418
C -9.38128 -0.06831 34.52517
C -7.94518 -0.43450 34.84147
O -7.67989 -1.13571 35.78263
C -6.88614 0.09540 33.90472
H -9.67419 0.72494 35.21883
H -10.02048 -0.93684 34.66495
H -9.50716 0.32443 33.51790
H -6.00404 0.28397 34.51763
H -7.22289 1.00951 33.41912
H -6.65005 -0.65515 33.15066
C -8.15930 3.32827 30.47050
O -7.73443 3.59993 29.13505
H -9.00223 2.63760 30.47041
H -7.34115 2.87498 31.03334
H -8.38233 4.23406 31.04410
H -8.53697 3.52326 28.60553
C -1.09904 -1.46490 29.98394
O -2.38285 -2.08127 29.85300
H -0.65047 -1.78000 30.92531
H -0.46566 -1.70357 29.12615
H -1.20261 -0.37526 29.96767
H -2.97832 -1.37724 29.57442
C -2.37791 -0.63716 26.09530
O -1.70225 -0.25386 24.90442
H -3.37080 -0.97542 25.81332
H -1.82834 -1.47539 26.55334
H -2.39305 0.14634 26.86412
H -0.77212 -0.18564 25.15038
C -9.26744 -0.45200 29.76607
O -8.37542 -1.00741 30.72254
H -9.97399 -1.22754 29.48959
H -9.77603 0.41636 30.20417
H -8.74819 -0.07553 28.87987
H -7.63885 -0.39879 30.84993
C -4.68649 3.42655 34.90923
O -3.93001 2.94478 33.80073
H -5.08215 4.40351 34.64561
H -5.53736 2.78620 35.14270
H -4.03004 3.56185 35.77356
H -3.62152 2.05571 34.00179

***

55
Properties=species:S:1:pos:R:3 method="wB97M-V/def2-TZVPD" charge=+1 relative_energy_kcal_mol=0.0
Mg 0.25067 -0.31200 -0.06402
P -1.18999 -0.43998 2.26288
C -1.79061 -2.07904 1.90123
C -1.70933 -2.59891 0.56549
N -0.89527 -2.07251 -0.43803
C -1.06248 -2.35549 -1.74458
C -2.05924 -3.24421 -2.13642
C -2.81752 -3.88161 -1.15314
C -2.59111 -3.61502 0.17308
C -0.18619 -1.67889 -2.80343
P 1.45328 -1.14065 -2.19627
H -3.17959 -4.06392 0.96051
H -2.21188 -3.38521 -3.18905
H -3.59004 -4.58349 -1.45159
H -0.00735 -2.36040 -3.64285
H -0.68364 -0.78236 -3.20681
H 0.78998 -3.31755 2.06062
H -1.78595 -2.82501 2.68448
H 1.98191 -1.32232 1.81721
O 1.70920 -3.17531 2.30268
H 1.84580 -3.16603 3.24905
H 1.45013 0.66692 0.99115
O 1.97567 -1.02389 0.88471
H 2.85912 -1.09577 0.49166
C 2.35738 -2.70608 -2.29482
H 2.36041 -3.05871 -3.33011
H 3.38992 -2.57379 -1.95576
H 1.88670 -3.47080 -1.67126
C 2.09461 -0.18780 -3.58417
H 2.93309 0.42376 -3.23391
H 2.44085 -0.84750 -4.38415
H 1.31825 0.47855 -3.97073
C -2.84224 0.36486 1.95238
H -3.50241 0.05698 2.78594
H -2.74102 1.46430 1.89125
H -3.24628 -0.04080 1.00428
C -0.98849 -0.39407 4.08274
H -0.68097 0.61991 4.37262
H -1.93209 -0.64155 4.57859
H -0.21459 -1.09612 4.41555
O 2.84442 3.93964 0.73537
C 1.62754 4.43730 0.38434
C 1.47580 5.82339 0.25961
C 0.24436 6.35949 -0.14373
C -0.83377 5.52029 -0.44249
C -0.68952 4.15864 -0.34839
C 0.49459 3.58840 0.13704
C 0.54373 2.20319 0.18736
O -0.37904 1.50231 -0.34678
O 1.58554 1.62535 0.83531
H 2.71821 2.97510 0.85018
H 2.32654 6.47930 0.49045
H 0.12939 7.43727 -0.21125
H -1.78275 5.93033 -0.75815
H -1.49375 3.48155 -0.60591

***

13
Properties=species:S:1:pos:R:3 method="wB97M-V/def2-TZVPD" relative_energy_kcal_mol=73.7
H -2.62779 1.37761 -0.67819
N -2.21003 0.56687 -0.26116
C -0.92654 0.36701 -0.28884
C 0.35286 1.01649 -0.25927
C 1.21113 0.06959 0.26742
O 2.50187 0.20364 0.61420
N 0.62873 -1.13515 0.51899
C -0.74976 -1.07987 -0.01817
H 0.55962 2.07533 -0.33404
H 2.78582 1.10736 0.41368
H 1.19887 -1.95860 0.65614
H -1.93327 -0.94691 0.31328
H -0.79151 -1.66336 -0.94404

***

35
Properties=species:S:1:pos:R:3 method="wB97M-V/def2-TZVPD" charge=+4 relative_energy_kcal_mol=1.8
Pb 0.83556 -1.21956 -3.02054
C -0.87983 1.03473 0.26024
C -1.79794 0.01233 -0.41512
S -1.11842 -1.61492 -0.86200
C -0.81990 -2.57223 0.65485
C 0.32299 -2.22427 1.61753
S -0.18530 -1.34988 3.10422
C 1.40173 -0.91113 3.85982
C 1.80831 0.56112 3.64336
S 2.40078 0.89275 1.97212
C 1.68164 2.49831 1.57123
C 1.55328 2.54340 0.06424
S 0.76383 0.99505 -0.52477
H -0.77335 0.83540 1.32631
H -1.31845 2.02733 0.14444
H -2.14806 0.39590 -1.37498
H -2.68496 -0.17176 0.19406
H -0.64423 -3.57622 0.26181
H -1.78659 -2.63309 1.16326
H 1.14277 -1.65877 1.16230
H 0.76232 -3.15334 2.01761
H 2.15874 -1.62065 3.52166
H 1.22890 -1.05434 4.93270
H 2.66700 0.75017 4.30365
H 1.02056 1.26326 3.91879
H 2.35587 3.27467 1.95395
H 0.72687 2.60472 2.08644
H 2.52803 2.57283 -0.42501
H 0.98889 3.41706 -0.26382
C -2.30137 -0.25340 -6.54551
C -1.50779 -0.45134 -5.36321
N -0.87590 -0.60721 -4.40716
H -3.30251 -0.66186 -6.38110
H -1.83269 -0.76219 -7.39272
H -2.37079 0.81714 -6.75867

***

138
Properties=species:S:1:pos:R:3 method="wB97M-V/def2-TZVPD" e_tot_ha=-38015.56109
C -3.01798 1.60500 -7.40047
C -1.68194 2.26587 -7.81654
C -0.42932 1.69840 -7.09795
C -0.69976 0.96430 -5.77699
C 0.62137 0.33671 -5.25219
C 0.83692 -1.00181 -6.00922
C 1.86667 -1.87559 -5.23929
C 1.12198 -2.98840 -4.45177
C 0.29402 -2.41974 -3.28189
C -0.29900 -3.59926 -2.44352
C -0.28234 -3.31279 -0.91883
C -1.71581 -2.95514 -0.42544
C -1.70529 -2.90564 1.11947
C -3.14468 -2.75274 1.67101
C -3.40538 -1.29864 2.19994
C -4.38293 -1.31084 3.38866
C -3.67818 -1.23906 4.76329
C -2.88713 0.08820 4.85697
B -2.47716 0.51106 6.31142
O -2.96281 1.67883 6.91525
B -1.85107 2.53044 6.90682
C -1.90239 3.90867 6.13401
C -0.92243 3.77660 4.97993
N 0.26432 4.14866 5.06209
O -0.72838 2.03870 7.56656
B -0.50199 0.70401 7.28338
C 0.96872 0.14952 7.09281
C 1.31566 0.59080 5.67522
O 0.45181 0.95551 4.96081
N 2.65727 0.54909 5.15526
C 3.08132 -0.85262 4.96855
C 3.57281 1.30201 6.03011
O -1.55240 -0.19917 7.10022
H -3.33829 1.93976 -6.41274
H -2.86821 0.52161 -7.36270
H -3.80453 1.77995 -8.13791
H -1.78209 3.33519 -7.59890
H -1.61477 2.16639 -8.90351
H 0.22440 2.55126 -6.88267
H 0.14579 1.07176 -7.78728
H -1.11480 1.69909 -5.07777
H -1.39870 0.13472 -5.88225
H 0.52581 0.14124 -4.18259
H 1.47919 0.98046 -5.45062
H -0.10212 -1.55217 -6.09030
H 1.23942 -0.77317 -6.99832
H 2.55026 -2.39483 -5.91855
H 2.46872 -1.26590 -4.55488
H 0.39682 -3.41166 -5.15678
H 1.82178 -3.74859 -4.08856
H -0.49598 -1.76704 -3.65911
H 0.95963 -1.84429 -2.62821
H 0.32598 -4.46007 -2.68975
H -1.32724 -3.76190 -2.77461
H 0.06041 -4.17036 -0.33617
H 0.33030 -2.42423 -0.74823
H -1.91382 -1.94292 -0.79201
H -2.41622 -3.70374 -0.79866
H -1.25726 -3.81722 1.52702
H -1.05615 -2.06564 1.38482
H -3.33542 -3.42836 2.50686
H -3.86409 -2.90290 0.86297
H -3.80382 -0.66525 1.40283
H -2.42265 -0.89040 2.44343
H -4.99402 -0.40364 3.32735
H -5.03578 -2.18617 3.34773
H -4.43794 -1.28964 5.55015
H -2.99614 -2.08562 4.89783
H -1.96056 0.05436 4.27213
H -3.47586 0.90572 4.42381
H -2.89034 3.96050 5.67173
H -1.68943 4.78497 6.74701
H -1.30834 3.32295 4.05790
H 0.73383 3.95790 4.17468
H 0.98220 -0.94438 7.09719
H 1.66637 0.52040 7.84740
H 2.30283 -1.56206 5.27395
H 3.22683 -1.03143 3.89846
H 4.01013 -1.10335 5.48767
H 3.23927 2.34211 6.05952
H 4.59417 1.18465 5.67017
H 3.52614 0.90785 7.06025
Br -3.29304 4.81929 -9.92423
C -1.92722 6.18282 -10.17125
C -0.53679 5.62253 -10.01691
Br -0.07689 5.32781 -8.14731
H -2.14364 6.97579 -9.46198
H -2.07672 6.55295 -11.18382
H 0.19963 6.33683 -10.38010
H -0.40058 4.67343 -10.52680
Br -0.63307 -3.29001 6.10856
C -2.00506 -3.38450 7.48295
C -2.21109 -4.79632 7.96127
Br -3.23073 -5.84353 6.67492
H -2.90316 -2.94254 7.06124
H -1.64131 -2.75365 8.29155
H -2.80497 -4.80639 8.87319
H -1.27916 -5.32663 8.13152
Br 3.71743 5.09610 5.96371
C 5.48425 5.13217 6.77694
C 5.40096 5.10884 8.28023
Br 4.88622 6.84419 8.99513
H 5.99125 6.01245 6.39370
H 5.98674 4.23856 6.40984
H 6.37737 4.90003 8.71351
H 4.67911 4.38804 8.65247
Br -2.44865 8.48990 6.81156
C -3.84401 8.34237 8.15997
C -4.07115 6.90947 8.56010
Br -5.08084 5.94215 7.20639
H -4.73210 8.81346 7.75004
H -3.48577 8.92287 9.00811
H -4.67799 6.85511 9.46191
H -3.14623 6.36187 8.71514
Br 3.09068 -6.11757 -7.07782
C 4.86184 -6.08699 -6.27131
C 4.77272 -5.96611 -4.77426
Br 4.32131 -4.15040 -4.24395
H 5.40475 -5.26834 -6.73367
H 5.32555 -7.03075 -6.55246
H 5.73698 -6.17305 -4.31391
H 4.01985 -6.61724 -4.34033
Br -2.40288 -7.92155 -9.37026
C -0.63396 -7.88082 -8.55913
C -0.71455 -7.75436 -7.06124
Br -1.15328 -5.93772 -6.51921
H -0.09218 -7.06275 -9.02432
H -0.17035 -8.82542 -8.83738
H 0.25459 -7.96026 -6.60941
H -1.46365 -8.40465 -6.61991
Br 3.94821 1.77173 -6.81310
C 5.14164 2.19481 -5.33630
C 4.61483 1.65547 -4.03273
Br 3.15412 2.74396 -3.34773
H 5.26779 3.27314 -5.33017
H 6.08907 1.72254 -5.58954
H 5.38487 1.69446 -3.26457
H 4.23904 0.63952 -4.11635

***

45
Properties=species:S:1:pos:R:3 method="wB97M-V/def2-TZVPD" charge=-2 spin_multiplicity=5 e_tot_ha=-2489.46300 s_squared=6.012
Cr -0.52264 1.16991 1.91249
C -0.74664 0.39991 4.00549
O -1.38764 0.77191 5.16649
O 0.19136 1.20791 3.66249
O -1.43764 -0.17709 3.06449
C -0.21664 0.05491 -0.14851
O 0.60436 -0.05509 0.92649
O -1.25064 0.70691 0.15349
O 0.27236 -0.06609 -1.35851
O 0.17836 -2.42609 1.66949
H 1.01836 -2.67509 2.15249
H 0.41036 -1.60309 1.36049
O -1.59364 -3.16809 -0.63751
H -1.63564 -3.72509 -1.42851
H -1.36264 -2.32309 -1.02451
O -1.87964 -0.78309 -2.40251
H -1.07864 -0.48309 -2.00951
H -1.68564 -0.94209 -3.36651
O 0.84436 -2.68009 -2.30051
H 1.00936 -2.54009 -3.22351
H 0.96836 -1.81409 -1.87351
O -1.31664 2.25491 -2.03251
H -1.05664 1.63491 -1.37551
H -0.55364 2.64891 -2.43451
O -3.96664 0.49391 -0.32851
H -3.06464 0.70391 -0.54351
H -3.95764 0.62391 0.62449
O 2.69436 -1.45509 -0.22451
H 1.89736 -0.84609 -0.07651
H 3.05136 -1.15009 -1.06751
O 0.74136 2.72891 1.30849
H 0.70636 3.16691 0.50249
H 1.46136 3.22491 1.73549
O 2.35236 1.65791 -1.45351
H 1.57236 1.10791 -1.34551
H 2.92036 1.32991 -0.68851
O 2.67736 -1.71509 2.52049
H 3.41536 -1.66409 3.10249
H 2.97836 -1.43609 1.62349
O 1.09436 0.08591 -3.85551
H 0.78436 0.01191 -2.88151
H 1.76436 -0.59009 -3.88351
O -1.92864 2.78791 1.94749
H -2.82064 2.48491 1.69149
H -2.14564 3.05891 2.83449

***

12
Properties=species:S:1:pos:R:3 method="wB97M-V/def2-TZVPD" relative_energy_kcal_mol=73.4
C -0.52084 -1.66872 2.55755
C -0.06333 -1.00363 1.65779
C 0.55055 -0.17697 0.62361
O 1.61466 0.37893 0.83370
C -0.12789 -0.10264 -0.71316
C -0.43451 1.20152 -1.37511
N 0.71728 0.42534 -1.78054
H -0.91428 -2.24463 3.36808
H -0.80820 -0.91103 -0.95119
H -0.32039 2.11955 -0.80065
H -1.22370 1.18360 -2.12784
H 1.53064 0.79867 -1.29225